Density functional theory data (ωB97M-V with the def2-TZVPD basis set) for C29H24Br2N7O2PrS4 as an isolated structure at a distorted geometry.

Properties
2S+1 ... 3
Kohn-Sham gap (alpha / beta) ... 5.5201 / 5.5166 eV
Max |F| ... 3.78 eV/Å
Charge ... 0
Calculated total energy ... -8911.10187 Ha

Element x y z (Å)
Pr1 10.2466 13.9998 6.7972
Br1 15.3001 8.4401 7.5717
Br2 11.0202 9.5439 4.1927
S1 7.6728 12.3810 9.1179
S2 12.3368 16.0390 6.2293
S3 7.6677 12.6636 5.1413
S4 9.9685 15.6220 4.4420
O1 8.9774 12.7328 8.4199
O2 11.2186 12.2865 5.5981
N1 7.7774 17.8768 5.5927
N2 7.7763 15.0759 7.1056
N3 6.9290 15.1740 6.0253
N4 12.3323 12.8178 7.9837
N5 9.8483 15.8944 8.6082
N6 5.8209 14.3015 4.2681
N7 11.4986 20.2654 5.9213
C1 12.1984 10.1539 5.4746
C2 10.6548 16.8353 10.7124
C3 13.5806 10.7942 7.8823
C4 7.7728 8.4189 8.4618
C5 11.9108 11.3673 6.1847
C6 5.7987 10.4652 8.4985
C7 12.8393 13.1097 9.1611
C8 7.1631 10.7683 8.5513
C9 10.8603 16.2785 9.4208
C10 6.1476 16.6741 8.2408
C11 8.9418 18.0181 5.6535
C12 13.3145 9.3942 5.8488
C13 9.4288 17.4593 10.9681
C14 7.5274 16.0106 8.0592
C15 5.9987 6.6370 8.0853
C16 8.1681 9.7828 8.4437
C17 11.0181 19.1865 5.8930
C18 10.8483 16.6201 5.5284
C19 8.2359 11.9681 10.7863
C20 10.3351 17.9865 5.6724
C21 8.6091 16.3302 8.9673
C22 13.9422 9.6590 7.0886
C23 12.5362 11.6366 7.4246
C24 5.4832 9.1025 8.2752
C25 13.8152 12.2827 9.8009
C26 6.7868 14.1018 5.1600
C27 6.4138 8.0583 8.3280
C28 14.1464 11.1285 9.1484
C29 8.4012 17.2121 10.0505
H1 5.6218 13.4609 3.7677
H2 7.5371 11.1982 11.0808
H3 8.2278 12.8325 11.4139
H4 5.1054 14.9953 4.3063
H5 9.3069 11.5036 10.7679
H6 5.9229 6.0079 8.9976
H7 6.8317 16.0801 5.5530
H8 5.6861 16.5016 9.1969
H9 5.0841 11.2578 8.4948
H10 14.9674 10.4898 9.5147
H11 4.9637 6.7029 7.7272
H12 9.2287 9.9574 8.3053
H13 5.4468 16.2648 7.4883
H14 8.5216 7.6511 8.7453
H15 12.7204 14.0791 9.6423
H16 14.1635 12.6294 10.7597
H17 11.5128 17.0301 11.3382
H18 4.4289 8.9064 8.0354
H19 11.8907 16.0653 9.0608
H20 6.6427 6.1343 7.3879
H21 13.5979 8.5475 5.2463
H22 9.2761 18.1623 11.7597
H23 7.4163 17.5568 10.2165
H24 6.2422 17.7727 8.1202

Density functional theory data (ωB97M-V with the def2-TZVPD basis set) for one molecule with the formula C5H11NS at a distorted geometry.

Properties
Kohn-Sham gap ... 9.7092 eV
Max |F| ... 5.80 eV/Å
Charge ... 0
SMILES string ... CNC[C@H]1S[C@@H]1C
Calculated total energy ... -649.97229 Ha

Element x y z (Å)
S1 0.7460 1.5536 -0.1428
N1 -1.8272 -0.3508 0.6063
C1 0.4449 -0.1380 -0.4912
C2 -0.9375 -0.7662 -0.4163
C3 -2.7883 0.7896 0.1201
C4 3.0116 -0.2064 0.1782
C5 1.5354 0.1081 0.5006
H1 -2.2939 1.4879 -0.5082
H2 1.2389 0.0851 1.6538
H3 -3.3213 1.1337 0.9416
H4 3.8689 0.3108 0.6877
H5 -1.3240 -0.3730 -1.4173
H6 -0.9041 -1.9170 -0.5091
H7 0.9010 -0.4858 -1.3565
H8 3.0725 -1.2925 0.3724
H9 -3.3752 0.1640 -0.6612
H10 3.2238 -0.1094 -0.8836
H11 -1.2715 0.0065 1.3256

Density functional theory data (ωB97M-V with the def2-TZVPD basis set) for a 3-piece molecular cluster, C6H12F2NO6P overall.

Properties
Kohn-Sham gap ... 8.9749 eV
Max |F| ... 0.59 eV/Å
Charge ... 0
SMILES string ... O=C1OC[C@@H](F)O1.O=C1OC[C@@H](F)O1.N[PH4]
Calculated total energy ... -1283.04362 Ha

Element x y z (Å)
P1 1.0582 1.2941 1.2750
F1 1.7824 -2.1451 3.0205
F2 0.8338 2.1617 -2.9598
O1 -2.5605 2.4906 -2.4976
O2 -2.7479 1.8592 -0.3461
O3 0.8398 -1.8842 0.9824
O4 0.5366 -4.0254 0.4190
O5 0.1447 -2.4090 -1.1022
O6 -0.7579 1.7280 -1.4157
N1 -0.5064 1.1971 2.0978
C1 0.8182 -2.6168 2.1970
C2 1.1095 -4.0231 1.7304
C3 0.4747 -2.7422 -0.0139
C4 -1.4482 2.6671 -3.3799
C5 -0.4332 1.7143 -2.7970
C6 -2.0902 2.0113 -1.3205
H1 0.6478 0.6052 0.1249
H2 -1.7243 2.4277 -4.4033
H3 -1.1017 3.7003 -3.3304
H4 0.6514 -4.7865 2.3536
H5 -0.1542 -2.4913 2.6768
H6 0.9135 2.7053 1.2365
H7 -0.8048 0.2537 2.3181
H8 -0.5023 0.6912 -3.1701
H9 2.3788 1.4523 0.6493
H10 -1.2449 1.7172 1.6358
H11 2.1825 -4.2070 1.6621
H12 1.7046 0.6546 2.3571

Density functional theory data (ωB97M-V with the def2-TZVPD basis set) for a 2-piece molecular cluster, C5H8O overall.

Properties
Kohn-Sham gap (alpha / beta) ... 8.0500 / 8.0473 eV
Max |F| ... 0.45 eV/Å
Charge ... 0
Calculated total energy ... -270.31333 Ha

Element x y z (Å)
O1 1.3911 -0.9090 1.3017
C1 -1.3357 0.3003 -0.7962
C2 -1.0863 1.5658 -0.1663
C3 0.5733 -0.0744 0.6705
C4 -0.7399 0.2784 0.6807
C5 1.8848 -0.2039 0.1045
H1 2.6507 0.5403 0.3094
H2 -1.9042 2.0581 0.3630
H3 -0.5833 0.0396 -1.5518
H4 -1.3582 -0.0108 1.5250
H5 -0.2650 2.2499 -0.4116
H6 2.0469 -0.8553 -0.7513
H7 -0.3751 -2.7470 -0.5725
H8 -0.8990 -2.2320 -0.7050

Density functional theory data (ωB97M-V with the def2-TZVPD basis set) for C17H17F2IrN4O6PSe as an isolated structure.

Properties
2S+1 ... 5
Kohn-Sham gap (alpha / beta) ... 6.6622 / 6.5994 eV
Max |F| ... 0.52 eV/Å
Charge ... +1
Calculated total energy ... -4374.79065 Ha

Element x y z (Å)
Ir1 1.0498 -0.5221 1.1907
Se1 2.3480 2.6333 0.4393
P1 1.1671 -1.2394 3.4961
F1 3.8030 0.0132 0.8992
F2 3.1146 -0.9841 -0.9326
O1 -3.7144 -2.4416 -4.5825
O2 -0.1089 -1.9181 0.4497
O3 -0.9217 -3.6439 -0.6825
O4 -3.3072 -0.6332 -5.6828
O5 1.3854 1.7810 -2.4887
O6 0.2976 2.2556 -4.2938
N1 -3.1255 -1.4022 -4.7674
N2 1.3624 3.8949 -0.2193
N3 0.5494 1.5485 -3.3480
N4 0.9370 1.5263 0.6398
C1 -1.2771 0.0618 -4.0665
C2 -1.8030 -1.9092 -2.7511
C3 -2.0267 -1.0758 -3.8283
C4 3.0463 -1.0384 0.4159
C5 -0.1489 2.1416 0.1656
C6 -0.7900 -1.5862 -1.8519
C7 -1.4656 1.5956 0.1050
C8 -0.9525 4.2450 -0.8771
C9 0.1089 3.4721 -0.3168
C10 -0.6063 -2.4895 -0.6709
C11 -0.0051 -0.4677 -2.0722
C12 -2.1845 3.6903 -0.9346
C13 -2.4351 2.3668 -0.4360
C14 0.0962 -2.6703 3.7640
C15 -0.2676 0.3313 -3.1662
C16 2.8272 -1.7449 4.0007
C17 0.6543 0.0185 4.6946
H1 3.5336 -0.9299 3.8461
H2 -1.6650 0.5982 0.4747
H3 -1.4757 0.7019 -4.9133
H4 0.7293 -0.3741 5.7100
H5 2.8223 -2.0235 5.0557
H6 -2.4077 -2.7935 -2.6077
H7 3.1468 -2.6026 3.4093
H8 0.3662 -3.4656 3.0702
H9 0.1954 -3.0274 4.7899
H10 -0.3764 0.3107 4.4969
H11 0.8330 -0.2095 -1.4416
H12 1.2923 0.8975 4.6070
H13 -0.9383 -2.3886 3.5718
H14 -3.4446 1.9825 -0.5009
H15 -3.0128 4.2395 -1.3585
H16 -0.7308 5.2371 -1.2429
H17 3.5251 -1.9621 0.7417

Density functional theory data (ωB97M-V with the def2-TZVPD basis set) for a 7-piece molecular cluster, H14O7 overall at a distorted geometry.

Properties
2S+1 ... 2
Kohn-Sham gap (alpha / beta) ... 10.0013 / 2.4704 eV
Max |F| ... 1.72 eV/Å
Charge ... +1
Calculated total energy ... -534.64581 Ha

Element x y z (Å)
O1 -16.3803 -3.1932 -13.0359
O2 -18.9774 -5.1329 -10.7234
O3 -16.1410 -5.6927 -11.2183
O4 -21.6692 -4.1803 -12.3025
O5 -20.5197 -5.9505 -15.5114
O6 -19.4934 -8.5484 -16.8912
O7 -18.8071 -5.3038 -13.5797
H1 -21.2372 -6.2556 -14.9561
H2 -21.5919 -3.4271 -12.8882
H3 -19.3410 -5.7821 -14.2141
H4 -21.0981 -4.8443 -12.6888
H5 -16.7022 -4.9302 -11.0772
H6 -17.2462 -3.3554 -12.6614
H7 -19.5716 -7.7038 -16.4477
H8 -15.8405 -2.9343 -12.2891
H9 -15.5634 -5.7100 -10.4552
H10 -19.5644 -5.3863 -10.0110
H11 -19.6898 -8.3571 -17.8083
H12 -19.0623 -4.1810 -10.7774
H13 -20.8502 -5.1454 -15.9098
H14 -18.7681 -5.8798 -12.8162